[1]
10
Properties=species:S:1:pos:R:3:forces:R:3 method="wB97M-V/def2-TZVPD" max_force_ev_per_a=8.98 charge=0 e_homo_ev=-10.4 energy_ev=-77237.8934
H 0.920 0.524 -0.105 2.813 1.614 -0.310
H -2.559 -0.883 0.181 0.233 0.080 -0.172
Cl 2.543 -1.316 -0.195 -0.048 0.369 -0.206
C 1.804 0.199 0.443 4.056 1.090 0.350
C -1.984 -0.214 -0.460 0.389 -1.100 -0.470
Cl -2.526 -0.486 -2.151 0.302 0.104 0.702
Cl -2.244 1.416 0.050 -0.190 0.562 0.098
Cl 3.062 1.429 0.516 0.258 0.395 -0.185
Cl -0.199 -0.582 -0.259 -7.889 -3.053 -3.011
Cl 1.185 -0.086 1.981 0.074 -0.061 3.204

[2]
41
Properties=species:S:1:pos:R:3:forces:R:3 method="wB97M-V/def2-TZVPD" max_force_ev_per_a=2.12 charge=0 e_homo_ev="-6.4 / -6.4" energy_ev=-69378.6256
H -1.206 5.907 -1.410 0.066 -0.031 0.046
C -5.058 -1.997 -0.346 -0.170 -0.376 -0.105
C -2.748 -1.079 -0.280 -0.221 -0.543 -0.150
N -0.066 2.257 -0.539 0.239 -0.015 -0.160
H -1.132 5.516 1.402 0.010 0.011 -0.014
H 0.229 4.482 1.875 0.013 0.040 0.077
S 2.559 0.155 4.618 -0.171 -0.036 -0.060
C -4.416 -3.199 -1.028 0.020 0.091 0.287
C 2.887 -0.075 1.982 -0.401 0.182 1.687
C -3.100 -3.490 -0.320 -0.347 -0.092 -0.136
H -4.213 -2.970 -2.076 -0.023 -0.041 0.017
O -2.039 -0.068 -0.234 0.771 0.753 0.442
H -5.898 -1.629 -0.946 0.084 -0.039 0.121
H -3.286 -3.721 0.740 0.057 -0.075 -0.090
S 4.572 0.010 2.480 -0.060 0.085 -0.102
H 0.143 5.071 -2.209 -0.012 0.066 0.041
H -5.664 0.389 0.156 -0.043 -0.055 -0.004
H -0.308 -1.745 -0.970 -0.056 -0.250 0.173
S 0.250 -0.092 2.757 -0.412 -0.102 -1.488
H -0.573 -3.494 -0.827 -0.016 -0.035 -0.039
H 0.533 6.114 1.247 0.017 -0.065 -0.023
H -5.445 -2.291 0.641 -0.047 0.015 -0.147
C -0.051 3.399 -0.344 0.082 -1.074 -0.546
Pt 0.242 0.349 0.401 0.614 -0.379 0.880
C -4.580 0.407 0.089 0.227 0.216 0.056
H -4.270 1.100 -0.695 -0.095 0.014 0.042
H -0.458 -2.494 0.642 0.094 -0.039 -0.158
H -4.164 0.767 1.032 -0.095 0.059 -0.031
N -4.095 -0.929 -0.192 0.025 0.091 -0.055
C -0.104 5.232 1.163 -0.115 0.083 0.459
C -0.166 5.580 -1.297 -0.070 0.232 -0.398
S 2.550 -0.240 0.311 -1.916 0.841 -0.347
N -2.247 -2.331 -0.459 -0.032 0.110 -0.004
O 5.150 0.372 5.019 0.332 0.033 0.347
N 0.000 4.686 -0.172 0.114 0.509 0.076
C 4.281 0.213 4.215 -0.253 -0.112 -0.349
H 0.465 6.459 -1.149 -0.039 -0.101 -0.027
C 1.949 -0.005 2.976 1.563 -0.283 -0.450
H -2.593 -4.346 -0.775 -0.048 0.118 0.097
C -0.816 -2.527 -0.393 0.315 0.171 0.039
H -5.086 -4.057 -0.978 0.000 0.023 -0.007

[3]
16
Properties=species:S:1:pos:R:3:forces:R:3 method="wB97M-V/def2-TZVPD" max_force_ev_per_a=2.37 charge=0 e_homo_ev=-8.4 energy_ev=-7391.4616
H 1.368 -1.329 0.932 -0.099 0.020 -0.141
C -1.153 -0.528 0.009 -0.050 -0.034 0.002
C -2.373 0.386 -0.028 -0.080 0.039 -0.001
H -3.304 -0.190 -0.023 0.104 0.090 -0.001
H -1.175 -1.211 -0.852 0.006 0.101 0.122
C 1.359 -0.683 0.040 -0.224 0.041 0.000
H 0.222 0.879 -0.892 -0.062 -0.072 0.104
C 0.161 0.245 0.002 -0.094 0.133 -0.008
H -2.367 1.010 -0.929 -0.005 -0.084 0.128
C 2.711 -0.112 0.018 -0.605 -1.229 0.058
H 1.372 -1.393 -0.803 -0.093 0.031 0.135
H 3.754 0.901 -0.029 0.240 2.350 -0.121
H -1.193 -1.165 0.904 0.006 0.095 -0.127
H -2.386 1.055 0.840 -0.003 -0.090 -0.123
H 0.204 0.926 0.861 -0.060 -0.076 -0.102
O 2.801 1.211 -0.050 1.018 -1.315 0.075

[4]
94
Properties=species:S:1:pos:R:3:forces:R:3 method="wB97M-V/def2-TZVPD" max_force_ev_per_a=6.46 multiplicity=4 s2=3.782 charge=+1 e_homo_ev="-8.5 / -8.5" energy_ev=-97246.8577
H -4.255 1.256 2.059 0.250 0.378 -0.245
H 3.756 -2.893 -0.367 0.494 0.322 0.774
H 3.378 0.841 -3.466 0.168 0.266 -0.029
C 1.023 3.004 -3.326 -0.360 0.543 -0.889
H 2.433 -2.573 2.526 -0.096 0.396 -0.703
H 4.446 -3.095 1.307 0.003 0.422 -0.703
H 5.225 -1.944 0.140 -0.932 -0.507 0.339
C -3.552 1.545 -0.026 -0.819 -0.458 -0.015
N 0.505 1.081 -1.177 1.350 0.020 -3.894
H -3.972 2.948 1.555 0.090 -0.291 0.013
C -4.214 -1.612 0.369 -0.294 -0.366 -0.117
C -4.687 -1.324 1.805 -0.016 -0.061 -0.150
H -4.967 1.379 -1.704 0.025 0.072 0.215
S -0.260 1.854 3.009 0.805 -0.395 -0.606
H 1.684 -2.798 -3.649 -1.898 0.275 0.683
H 4.261 -0.888 2.979 -0.320 0.383 -0.972
C 1.821 -0.725 -2.187 0.352 0.276 2.022
H -2.655 -2.965 1.158 -0.347 -0.091 -0.426
C 3.989 -0.300 2.055 0.040 -0.018 -0.146
H 1.521 3.431 2.840 -0.042 -0.086 0.082
C -1.735 -1.482 -2.371 0.460 0.698 1.834
O 0.401 1.330 1.720 -1.077 0.083 0.306
C 1.189 0.820 -2.248 -2.721 -1.474 1.677
H 3.818 2.270 0.103 0.240 -0.328 -0.900
H -2.709 -2.558 -3.943 1.396 0.282 0.569
P 2.766 -0.231 -0.600 0.157 1.449 1.991
H -0.454 -3.600 -4.731 -0.236 0.497 0.574
H -3.825 -1.250 2.481 -0.292 0.090 -0.070
H 6.401 0.866 -1.447 -0.360 -0.369 0.332
H 5.830 -0.808 -1.384 -0.044 0.310 0.256
C -0.512 -2.919 -3.864 -0.511 -0.478 0.689
H -2.592 1.885 1.929 -0.492 -0.017 -0.253
H -4.188 -3.754 0.699 0.276 0.298 -0.180
H -3.882 -1.007 -2.514 0.865 0.258 0.265
H 5.039 1.438 -3.321 -0.227 -0.350 0.053
C 5.634 0.199 -0.987 0.846 0.581 0.409
C -1.008 -0.948 1.489 -0.839 -3.364 5.446
H -2.864 0.437 -2.610 0.446 -1.037 0.464
H -5.309 -2.168 2.137 0.168 0.226 -0.060
H -5.710 1.141 -0.101 0.264 0.173 -0.092
C 0.497 0.897 4.338 0.121 0.153 -0.040
H -3.035 -3.254 -0.579 -0.141 0.088 0.326
C -3.597 1.916 1.471 0.118 -0.163 0.058
H 0.793 4.059 -6.577 -0.154 -0.261 0.146
C 2.096 -1.952 1.659 -0.089 0.246 -0.189
H 1.363 -1.226 2.048 0.362 -0.190 -0.231
C 0.870 3.895 -4.421 0.236 -1.341 0.169
C -3.459 -2.980 0.401 0.124 0.433 0.065
N -0.622 -1.296 -1.554 1.297 -0.323 -3.663
C 1.098 1.105 -4.851 -0.249 1.559 0.800
H -0.103 4.184 2.663 0.277 -0.286 0.147
H 0.480 3.745 4.299 0.039 -0.110 -0.398
C -4.943 1.701 -0.654 -0.164 0.687 0.022
H 0.797 4.973 -4.224 0.100 -0.575 -0.246
H 1.089 3.414 -2.314 -0.131 -0.222 -0.321
C 4.244 -2.353 0.486 0.789 -0.828 0.446
H 4.672 -0.299 -3.381 0.313 -0.351 0.106
H -2.690 3.498 -0.445 0.002 -0.471 -0.108
H -5.234 2.761 -0.625 -0.022 -0.184 -0.070
H 1.233 0.062 -5.025 -0.038 -0.675 -0.111
H 3.094 2.526 -1.529 0.712 -0.084 0.503
H -6.123 -2.479 -0.197 0.173 0.162 -0.037
C -2.493 2.443 -0.716 -0.199 -0.114 -0.098
C 1.096 1.601 -3.501 0.499 1.239 -1.404
C -1.736 -2.371 -3.397 -0.501 -0.948 -2.279
C 0.620 -1.628 -2.178 -1.688 1.002 0.485
H 4.926 0.199 1.700 -0.925 -0.554 0.285
H -5.296 -0.415 1.864 0.087 -0.222 0.041
H 3.290 0.506 2.367 0.273 -0.463 -0.262
P -3.064 -0.265 -0.241 0.673 0.370 -0.860
H 0.346 1.446 5.274 0.038 -0.203 -0.125
H -2.539 2.365 -1.814 0.067 0.075 0.371
C 3.310 -1.252 1.000 0.778 -0.919 -1.023
H -1.449 2.216 -0.418 -0.585 0.310 -0.097
C -2.941 -0.567 -2.105 -0.700 -0.147 0.314
O -1.221 -1.449 2.546 0.642 1.733 -3.449
C 0.838 3.366 -5.737 0.099 0.344 0.837
C 4.337 0.651 -2.989 -0.470 0.626 -0.080
C -5.412 -1.742 -0.597 -0.137 -0.010 0.164
C 0.651 -2.542 -3.209 1.046 -0.935 -1.610
H 2.552 -1.166 -2.890 -0.642 0.819 -0.034
C 0.504 3.465 3.233 -0.315 0.238 0.317
C 4.266 0.710 -1.464 -0.114 -1.014 1.275
H -5.945 -0.790 -0.720 0.097 -0.346 -0.017
C 0.936 1.988 -5.956 0.172 -0.384 0.803
H 5.819 0.225 0.125 -0.299 -0.083 -1.334
H -5.101 -2.102 -1.588 -0.160 0.041 0.374
H 0.903 1.599 -6.991 0.107 0.184 0.842
H 1.566 0.759 4.120 -0.350 0.100 0.064
H -0.019 -0.073 4.374 0.187 0.341 -0.031
C 3.999 2.147 -0.995 0.012 0.704 -0.287
H 4.874 2.765 -1.291 -0.498 -0.092 0.172
V -0.699 0.027 -0.069 2.142 2.153 0.266
H 1.587 -2.615 0.926 0.217 0.289 0.463

[5]
91
Properties=species:S:1:pos:R:3:forces:R:3 method="wB97M-V/def2-TZVPD" max_force_ev_per_a=7.12 charge=-1 e_homo_ev=-4.0 energy_ev=-293913.0926
C -2.610 2.007 4.575 -1.607 1.185 -1.479
Br -7.471 2.153 -6.615 0.318 -0.218 0.146
Br -4.283 1.862 -6.893 -0.415 -0.175 0.189
C -2.496 2.046 2.953 0.953 1.068 0.457
H 0.389 -6.177 1.037 -1.069 -0.533 -1.588
P 3.196 2.011 -0.441 0.426 2.035 -0.837
C 2.839 -0.395 0.888 3.443 -2.379 5.755
P -2.224 1.786 -2.394 0.186 3.207 1.537
H 4.245 -1.172 2.720 -1.668 0.902 -1.559
C -0.678 -2.701 -0.129 -0.476 -1.102 -0.029
H 4.273 -0.149 -2.034 -1.387 -0.638 0.065
H -0.034 -5.891 -0.796 -0.347 -1.041 1.598
O 0.633 0.973 -0.011 -2.478 -1.959 0.849
H 3.368 1.619 -3.368 -0.329 -1.033 -1.178
C -5.921 1.042 -6.256 0.124 0.088 -0.342
H 0.870 0.735 -4.757 1.240 1.225 -0.153
C -3.544 -0.288 4.260 -0.788 -1.378 -0.692
H -2.411 -1.065 -1.622 0.119 1.031 0.293
C 5.010 1.615 0.002 0.761 0.757 -0.440
O -1.800 -0.975 6.497 0.761 3.802 -2.906
C 5.951 2.413 -1.071 0.103 -0.810 0.509
H -2.830 -0.743 3.472 -1.150 0.752 1.074
C -1.798 -6.597 0.506 -0.633 1.513 -0.751
H -0.309 1.914 2.196 -1.669 -1.083 0.240
H -0.766 -2.838 -1.279 0.057 0.506 1.917
H -2.453 -0.251 1.224 1.214 1.247 -0.775
C 1.643 1.578 -4.827 0.400 0.666 0.259
H 2.986 5.021 2.120 0.374 -0.924 -1.412
P -1.342 -0.095 -1.741 1.320 -0.865 -1.381
C -0.100 0.537 5.584 0.426 0.549 1.204
H 0.091 -7.639 -0.082 -0.415 1.906 0.189
C -0.530 0.090 0.011 -0.152 0.467 0.582
H -2.412 -6.650 -0.468 0.946 -0.099 1.491
C 2.546 3.013 1.028 0.486 0.727 1.643
H 0.479 0.115 6.497 -1.232 0.570 -1.523
H -2.395 1.420 0.452 1.229 -1.162 0.232
O -3.819 1.906 -1.722 1.176 -0.927 -2.532
O -1.424 2.993 -1.891 -1.945 -3.092 -1.696
H -0.897 0.343 2.978 -0.610 1.389 -0.559
H -3.580 2.606 4.814 1.575 -0.894 -0.275
C 0.121 -1.364 0.278 -0.261 -1.328 -1.205
H 1.404 0.618 -1.977 -0.061 0.067 0.178
H -4.419 1.410 -2.344 0.568 0.759 1.018
H 5.287 0.511 -0.099 -0.660 1.497 0.547
H -6.054 0.118 -6.817 0.018 0.239 0.237
C -1.618 0.066 5.765 -1.002 -3.724 2.014
H 1.694 2.018 -5.884 -0.316 -0.858 1.381
H -4.005 -1.181 4.819 0.912 1.529 -0.508
H 1.430 3.273 0.958 1.652 -0.773 -0.145
H 1.564 -0.878 -3.507 1.538 0.110 0.426
H -2.080 -7.472 1.185 0.565 1.437 -0.835
H 3.314 5.061 0.248 -0.084 -1.041 1.637
H 5.232 2.042 1.056 -0.277 -1.057 -1.580
P 2.021 0.169 -0.757 0.674 -0.833 -0.480
H 4.468 4.176 1.402 -1.691 0.456 -0.295
C 2.700 -0.997 -3.397 0.421 -1.290 0.185
H -1.939 -2.676 1.720 -0.455 -0.657 -1.583
C -1.738 0.614 0.927 0.623 0.358 1.912
H -3.490 1.781 2.425 1.644 0.147 1.008
C -2.208 -5.198 1.225 0.365 -1.170 2.548
O 3.403 -0.276 -4.463 -1.040 0.745 1.302
H 5.650 2.166 -2.159 0.296 0.603 1.801
H -2.858 -2.105 0.214 1.227 -1.497 0.603
H -4.426 0.207 3.691 1.664 -0.489 1.190
H -1.759 2.615 5.034 -1.107 -1.324 -0.504
H 3.520 -1.716 -1.430 -0.298 1.682 -0.848
H 0.041 1.687 5.659 -0.273 -1.979 -0.556
H 0.393 -1.563 1.389 0.029 0.973 -1.685
C 3.511 -0.785 1.936 -1.972 1.252 -4.139
H -0.013 -3.590 0.216 -0.944 1.554 -0.495
H 7.011 2.002 -0.926 -1.231 0.787 -0.224
C -0.234 -6.546 0.132 0.013 -0.665 0.411
H 3.874 1.646 -5.138 -1.132 -0.971 1.210
C 3.353 4.418 1.212 0.579 -0.471 -0.430
C 3.140 1.146 -4.390 -0.066 1.097 -0.696
Br -5.803 0.555 -4.380 -0.169 -0.040 -0.307
C 3.270 -0.694 -1.923 1.353 -1.259 -0.032
H 0.431 0.095 4.662 -1.203 0.876 1.237
O -2.387 1.704 -4.098 -1.038 -0.781 2.887
O -2.726 -4.190 0.359 2.123 -1.132 1.732
H 1.308 2.437 -4.132 0.375 -1.408 -1.019
C -2.099 -2.893 0.599 0.220 2.180 0.194
H 5.937 3.538 -0.859 -0.044 -1.608 -0.545
H -3.108 1.033 -4.238 0.901 0.723 -0.267
O 1.240 -1.398 -0.674 -2.131 0.839 1.643
N -2.813 0.649 5.157 2.709 0.296 -0.321
H 2.920 -2.118 -3.605 -0.339 1.895 0.146
H 2.760 2.408 1.993 -0.664 0.856 -1.340
C -1.239 1.242 2.358 -0.273 -0.508 -1.140
H -2.315 3.165 2.694 -0.399 -1.801 0.378
O -2.057 -5.100 2.471 -0.608 0.430 -4.767